(1)
17
Properties=species:S:1:pos:R:3:forces:R:3 method="wB97M-V/def2-TZVPD" relative_energy_kcal_mol=70.9 homo_ha="-0.2809 / -0.2812" total_energy_ha=-991.21358 orbital_gap_ev="5.159 / 5.171"
C 2.706 0.228 0.639 3.53 1.37 0.39
C 1.660 1.131 0.781 -1.15 -1.65 -0.09
C 2.607 -0.952 -0.093 -0.02 -0.23 0.71
C 0.418 0.748 0.356 1.06 -2.43 -2.14
C 1.384 -1.322 -0.621 0.74 -1.53 -0.23
C 0.271 -0.494 -0.420 1.27 1.83 1.68
O -0.868 -0.774 -0.915 -4.02 -0.27 0.44
P -3.819 0.482 -0.857 -1.11 0.28 -2.37
P -2.728 -0.319 0.774 2.16 -1.09 -0.88
H 3.726 0.638 1.033 -1.80 -1.29 -0.65
H 1.700 2.006 1.359 0.65 1.15 0.58
H 3.351 -1.773 -0.171 0.08 1.31 0.18
H -0.459 1.326 0.432 -0.87 0.73 0.35
H 1.485 -2.341 -1.124 -1.33 1.63 0.42
H -4.850 1.278 -0.338 -0.49 -0.43 0.88
H -3.301 1.727 -1.200 1.10 0.29 0.19
H -3.281 -1.587 0.367 0.19 0.34 0.53

=====

(2)
16
Properties=species:S:1:pos:R:3:forces:R:3 method="wB97M-V/def2-TZVPD" relative_energy_kcal_mol=41.6 homo_ha=-0.3391 smiles="S[C@H]1C=C[C@H]2OC[C@@H]12" total_energy_ha=-706.77988 orbital_gap_ev=9.995
S 2.531 -0.297 -0.384 0.11 0.40 -0.23
C 1.081 0.476 0.412 0.27 0.07 0.52
C 0.481 1.600 -0.387 -0.11 -0.02 -0.38
C -0.842 1.512 -0.422 -0.86 0.05 -0.37
C -1.380 0.246 0.235 0.68 0.55 0.19
O -1.732 -0.791 -0.708 -0.44 0.02 0.56
C -0.537 -1.513 -0.415 0.92 -0.93 0.86
C -0.087 -0.464 0.676 -0.52 -1.62 0.43
H 2.288 -1.531 0.035 -0.03 -0.33 0.17
H 1.401 0.886 1.375 0.21 -0.10 -0.10
H 1.063 2.382 -0.892 -0.20 -0.38 0.42
H -1.490 2.232 -0.930 0.18 -0.27 0.18
H -2.130 0.377 1.016 -0.20 0.17 -0.28
H 0.050 -1.614 -1.312 0.58 0.29 -0.31
H -0.613 -2.584 -0.022 -0.64 1.39 -0.28
H -0.082 -0.916 1.722 0.05 0.71 -1.38

=====

(3)
16
Properties=species:S:1:pos:R:3:forces:R:3 method="wB97M-V/def2-TZVPD" relative_energy_kcal_mol=154.9 homo_ha=-0.3259 total_energy_ha=-706.59924 orbital_gap_ev=9.200
C 0.520 1.289 -0.640 0.71 -0.51 -1.53
C -0.038 -0.168 -0.072 -1.93 4.61 1.04
C -1.215 -0.743 -0.852 0.31 3.30 0.64
C -0.913 -0.075 1.344 0.37 -1.23 -1.91
C 1.014 -1.018 -0.159 6.74 -6.45 4.96
C 1.807 -1.852 0.426 -2.96 2.62 -4.09
H 0.608 2.811 0.754 4.33 -3.57 -1.66
H -0.276 2.030 -0.999 0.87 -1.34 0.72
H 1.090 0.900 -1.679 -0.92 1.52 2.94
H -1.055 -0.413 -1.823 -0.52 0.40 -2.23
H -1.357 -1.759 -0.813 -0.07 -2.39 0.38
H -0.848 -1.265 1.563 -0.50 3.12 0.73
H -0.801 0.794 2.125 0.20 -2.25 -1.40
H 2.390 -2.766 0.326 -0.11 0.63 0.51
O 1.452 2.042 0.350 -6.27 1.75 -0.34
S -2.376 0.194 0.150 -0.24 -0.21 1.24

=====

(4)
16
Properties=species:S:1:pos:R:3:forces:R:3 method="wB97M-V/def2-TZVPD" relative_energy_kcal_mol=104.0 homo_ha=-0.3036 total_energy_ha=-706.68046 orbital_gap_ev=9.051
C 1.521 0.618 -1.339 -0.06 2.00 -3.65
C 1.322 -0.155 -0.183 3.55 -9.68 3.26
C 0.005 0.163 0.108 -7.52 1.93 2.73
C -0.608 0.463 1.556 0.85 3.11 -3.37
C -2.095 -0.805 0.376 -1.20 -0.47 1.46
C -1.142 -0.636 -0.507 3.47 -2.24 -3.08
H 1.394 0.263 -2.376 -0.13 -0.87 0.69
H 2.429 1.074 -1.374 2.51 1.93 -0.04
H 1.222 -1.337 -0.472 0.88 2.10 0.56
H 2.009 -0.298 0.781 -0.86 1.26 -2.30
H -0.582 1.661 1.635 -0.25 -2.79 0.46
H 0.044 -0.030 2.192 0.91 -0.77 2.10
H -2.992 -1.438 0.564 0.73 0.70 -1.10
H -0.706 -1.073 -1.608 -2.39 0.86 3.24
O -1.893 -0.061 1.538 -0.67 -0.45 0.42
S 0.072 1.591 -0.892 0.18 3.37 -1.39

=====

(5)
17
Properties=species:S:1:pos:R:3:forces:R:3 method="wB97M-V/def2-TZVPD" relative_energy_kcal_mol=0.4 homo_ha=-0.3210 smiles=OC[C@@H](S)c1cccs1 total_energy_ha=-1104.97574 orbital_gap_ev=9.365
O 3.091 -1.358 0.114 -0.21 1.14 -0.79
C 1.678 -1.152 0.051 0.44 1.01 1.57
C 0.928 0.087 0.731 1.41 -0.14 -2.25
S 1.775 1.668 0.303 0.09 -1.13 -1.85
C -0.481 0.077 0.212 -1.38 0.03 0.56
C -1.082 0.470 -0.961 3.84 0.19 -2.69
C -2.464 0.590 -0.976 -0.46 0.16 -3.30
C -2.937 0.154 0.171 -2.06 -0.21 2.00
S -1.765 -0.359 1.314 -0.08 0.78 -0.43
H 3.588 -0.851 -0.564 -0.77 -0.25 0.65
H 1.350 -1.874 0.738 -0.73 -1.66 0.35
H 1.197 -1.273 -0.884 0.12 -0.36 -1.33
H 0.993 -0.055 1.790 -0.17 0.14 0.56
H 1.686 2.151 1.469 -0.11 1.04 2.09
H -0.494 0.599 -1.949 -0.71 0.21 1.95
H -3.083 0.858 -1.928 1.24 -0.35 2.19
H -3.980 0.268 0.367 -0.47 -0.59 0.71

=====

(6)
17
Properties=species:S:1:pos:R:3:forces:R:3 method="wB97M-V/def2-TZVPD" relative_energy_kcal_mol=23.8 homo_ha=-0.3259 smiles=C[C@@H]1O[SiH2]c2ccsc21 total_energy_ha=-996.29371 orbital_gap_ev=8.959
C 0.322 -2.139 -0.662 -1.61 -1.43 1.77
C 0.117 -1.323 0.637 -0.16 -0.27 0.46
O -1.269 -1.315 0.978 -0.47 2.82 -0.88
Si -2.087 0.445 0.142 2.56 -5.32 0.15
C -0.344 1.069 0.067 1.22 0.32 0.51
C 0.330 2.328 -0.171 1.02 -1.94 0.42
C 1.688 2.225 -0.093 -0.05 -0.16 0.26
S 2.200 0.639 0.326 -0.19 0.02 0.18
C 0.597 0.090 0.450 -1.90 0.71 -1.46
H -0.602 -2.028 -1.249 0.76 0.35 -0.35
H 0.388 -3.231 -0.448 -0.16 0.68 0.14
H 1.250 -1.879 -1.057 1.29 0.59 -1.46
H 0.767 -1.733 1.448 -0.76 -0.17 -0.22
H -3.038 1.072 1.012 -0.53 0.37 0.32
H -2.658 -0.473 -1.013 0.24 1.68 0.84
H -0.108 3.260 -0.255 -1.08 1.62 -0.50
H 2.446 2.993 -0.111 -0.19 0.15 -0.18

=====

(7)
15
Properties=species:S:1:pos:R:3:forces:R:3 method="wB97M-V/def2-TZVPD" relative_energy_kcal_mol=63.0 charge=+1 homo_ha=-0.5181 total_energy_ha=-574.39233 orbital_gap_ev=9.785
C 1.791 -0.611 -0.073 -2.35 -0.70 0.16
C 1.578 0.705 -0.115 3.06 -2.15 -0.76
C -2.628 -0.193 0.503 1.86 1.07 -1.40
C -2.331 -0.011 -0.778 1.00 -0.76 2.53
C 0.434 -1.478 -0.025 0.24 4.17 -2.33
C 0.357 1.415 0.000 -1.93 -0.35 0.80
P -0.826 0.020 0.238 -1.15 -1.55 -1.65
H 2.770 -1.047 -0.260 -0.38 -0.10 0.23
H 2.394 1.344 -0.354 0.88 0.38 0.05
H -3.480 -0.283 1.133 -0.19 -0.19 0.75
H -2.880 -0.133 -1.673 -0.12 0.25 -1.04
H 0.187 -1.729 -1.088 0.22 -0.18 0.88
H 0.170 -2.259 0.604 0.22 -1.40 1.45
H 0.513 2.072 0.814 -0.68 0.98 0.99
H 0.176 1.959 -0.896 -0.68 0.54 -0.66

=====

(8)
15
Properties=species:S:1:pos:R:3:forces:R:3 method="wB97M-V/def2-TZVPD" relative_energy_kcal_mol=103.5 homo_ha=-0.3004 smiles="C=C1C[C@@H]2C[C@H]2S1" total_energy_ha=-631.42630 orbital_gap_ev=9.123
C -0.087 1.779 -2.063 -0.26 -7.06 -2.22
C -0.143 0.854 -1.063 -0.67 1.08 1.32
C -0.003 -0.785 -0.815 3.14 2.83 -0.99
C 0.627 -0.667 0.650 -0.23 -1.17 -1.41
C 0.336 -1.073 2.051 -1.11 -1.42 1.30
C -0.478 0.024 1.404 -0.14 -0.30 -0.66
S -0.338 1.644 0.701 -0.36 -0.43 -0.81
H -0.163 1.492 -3.197 0.57 0.08 2.25
H -0.271 2.743 -1.965 -0.51 4.33 1.18
H -0.855 -1.409 -0.942 -1.04 0.00 0.33
H 0.650 -0.993 -1.717 -0.12 -0.40 1.37
H 1.528 -0.093 0.652 0.36 0.40 -0.37
H -0.369 -1.905 2.194 0.38 0.23 -0.08
H 0.905 -1.029 2.996 0.66 0.49 -1.21
H -1.340 -0.581 1.115 -0.67 1.33 0.00

=====

(9)
15
Properties=species:S:1:pos:R:3:forces:R:3 method="wB97M-V/def2-TZVPD" relative_energy_kcal_mol=123.1 homo_ha=-0.2997 total_energy_ha=-631.39500 orbital_gap_ev=8.123
C -0.895 0.145 0.578 -0.01 -0.12 0.86
C -0.893 0.613 -0.680 -0.01 -0.70 1.77
C 0.072 -0.992 0.887 1.56 -0.14 1.16
C 0.111 -0.209 -1.457 -2.51 -0.66 -0.73
C 0.327 -1.452 -0.556 0.87 -1.89 -1.10
C -1.265 1.497 0.446 2.34 -0.56 -0.93
S 0.746 3.031 1.118 -1.10 -2.28 -0.01
H 1.091 -0.509 1.299 -2.32 -0.82 -0.66
H -0.165 -1.914 1.567 -0.02 2.17 -1.01
H -0.265 -0.347 -2.503 1.00 -0.14 0.82
H 0.928 0.417 -1.350 2.18 1.23 -0.62
H 1.356 -1.930 -0.682 -1.14 0.91 0.13
H -0.347 -2.303 -0.840 0.17 0.91 0.25
H -2.157 2.059 0.508 -0.41 0.92 0.58
H 1.357 1.893 1.666 -0.60 1.16 -0.50

=====

(10)
15
Properties=species:S:1:pos:R:3:forces:R:3 method="wB97M-V/def2-TZVPD" relative_energy_kcal_mol=147.0 homo_ha="-0.2887 / -0.2887" smiles=C1#S#CCCCC1 total_energy_ha=-631.35696 orbital_gap_ev="7.658 / 7.657"
C 0.325 -0.714 1.552 0.86 -1.53 0.45
S 1.172 -2.184 1.056 -0.87 0.54 -0.07
C 0.190 -1.948 -0.194 0.95 0.30 1.33
C -0.708 -1.034 -0.919 -0.82 -1.14 0.79
C -0.424 0.477 -0.992 0.41 0.45 1.21
C -0.246 1.204 0.369 -1.63 -1.15 -0.05
C 0.936 0.537 1.021 -0.90 -1.08 -0.51
H -0.651 -1.568 -1.881 -1.06 1.08 -0.31
H -1.755 -1.193 -0.369 1.94 0.20 -1.29
H 0.498 0.810 -1.437 0.64 -0.89 -0.86
H -1.162 0.830 -1.659 -1.19 0.87 -0.35
H -1.115 1.069 1.071 0.63 0.37 -0.79
H -0.010 2.227 0.250 -0.18 1.26 -0.52
H 1.239 1.110 1.863 0.67 0.50 0.80
H 1.710 0.378 0.271 0.55 0.21 0.19

=====

(11)
16
Properties=species:S:1:pos:R:3:forces:R:3 method="wB97M-V/def2-TZVPD" relative_energy_kcal_mol=23.5 homo_ha=-0.3013 smiles="SC[C@H]1[C@H]2C=CS[C@H]21" total_energy_ha=-1029.75370 orbital_gap_ev=9.010
S 2.914 -0.763 -0.109 -0.08 -0.32 0.19
C 1.497 0.272 -0.552 -0.31 0.24 0.20
C 0.618 0.620 0.638 0.30 0.01 -0.20
C -0.868 0.907 0.526 -0.08 -0.16 -0.21
C -1.588 0.481 -0.708 0.00 0.04 0.17
C -1.639 -0.833 -0.914 -0.09 -0.14 -0.30
S -0.869 -1.810 0.332 -0.02 0.17 -0.12
C -0.361 -0.343 1.236 -0.13 -0.13 -0.13
H 2.173 -1.841 0.234 0.20 0.20 -0.07
H 0.923 -0.241 -1.316 -0.04 0.04 -0.09
H 1.933 1.173 -1.006 -0.22 -0.17 0.17
H 1.107 1.222 1.394 0.12 0.02 -0.04
H -1.249 1.739 1.110 -0.03 -0.09 -0.14
H -2.055 1.184 -1.384 0.02 0.07 0.02
H -2.092 -1.319 -1.786 0.24 0.16 0.45
H -0.445 -0.447 2.305 0.11 0.05 0.10

=====

(12)
16
Properties=species:S:1:pos:R:3:forces:R:3 method="wB97M-V/def2-TZVPD" relative_energy_kcal_mol=96.7 homo_ha=-0.3222 smiles="C=BCC1=C(C)C1" total_energy_ha=-258.66531 orbital_gap_ev=9.298
C 2.760 2.076 1.777 -0.59 0.62 0.05
B 1.948 1.088 1.307 -2.92 -2.46 -2.54
C 1.164 -0.145 0.272 2.55 0.41 1.39
C -0.249 -0.665 -0.060 1.93 0.01 1.70
C -1.399 -0.637 -0.629 -0.61 0.95 -1.55
C -2.307 0.108 -1.586 -1.38 -0.70 1.15
C -1.056 -1.942 0.038 -0.79 -1.14 -1.58
H 2.346 3.087 1.803 0.09 -0.15 -0.02
H 3.737 1.969 2.159 0.94 -0.11 0.45
H 1.676 0.114 -0.689 -0.41 -0.39 0.69
H 1.813 -0.996 0.780 -1.37 1.15 -1.28
H -2.528 -0.406 -2.534 0.32 -0.04 0.45
H -1.990 1.093 -1.776 1.29 1.08 -0.55
H -3.291 0.392 -1.141 0.38 -0.97 0.03
H -1.647 -2.241 0.872 -0.18 0.25 1.19
H -0.977 -2.895 -0.595 0.75 1.49 0.41